{
  "formula": "C22H61AlBCaCsF2InNO10SSi2",
  "method": "wB97M-V/def2-TZVPD",
  "orbital_gap_ev": 2.184,
  "largest_force_ha_per_bohr": 0.235,
  "total_energy_ev": -109198.9728,
  "e_homo_ev": -11.10,
  "charge": 2,
  "lumo_energy_ha": -0.32778,
  "spin_multiplicity": 1,
  "elements": ["C", "C", "C", "C", "C", "C", "C", "C", "C", "In", "O", "C", "C", "B", "O", "O", "H", "H", "H", "H", "H", "H", "H", "H", "H", "H", "H", "H", "H", "H", "H", "H", "H", "H", "H", "H", "H", "H", "H", "H", "H", "H", "H", "Al", "F", "C", "Si", "C", "C", "N", "Si", "C", "C", "C", "H", "H", "H", "H", "H", "H", "H", "H", "H", "H", "H", "H", "H", "H", "H", "H", "H", "H", "C", "C", "C", "O", "H", "H", "H", "H", "H", "H", "H", "H", "O", "H", "H", "F", "Cs", "Ca", "C", "C", "O", "S", "O", "O", "O", "H", "H", "H", "H", "O", "H", "H"],
  "xyz": [[-0.204472, 3.088122, 0.304153], [1.181858, 2.954326, -0.587731], [1.202915, 1.689577, -1.601521], [1.896989, 0.358812, -1.113515], [1.193481, -0.274100, 0.134912], [-0.332308, -0.452104, -0.146630], [-1.159793, -0.418213, 1.201759], [-2.689540, -0.554097, 0.882944], [-3.447195, 0.825725, 1.176445], [-4.871867, 1.415903, -0.466338], [-3.721201, 1.980651, -2.163749], [-6.305979, -0.238562, -1.075047], [-6.425552, -0.262423, -2.684267], [-6.116215, 3.221977, 0.268475], [-6.804474, 3.062128, 1.512743], [-6.163659, 4.445639, -0.473766], [-0.617158, 2.082835, 0.631391], [-1.050121, 3.608209, -0.278243], [0.051757, 3.680557, 1.285723], [2.146114, 3.033048, 0.055064], [1.198338, 3.875007, -1.252899], [1.801941, 2.049678, -2.490880], [0.159732, 1.419800, -2.031491], [2.977771, 0.588921, -0.849549], [1.901019, -0.354787, -1.979747], [1.647231, -1.297208, 0.304682], [1.363546, 0.259115, 1.109148], [-0.745102, 0.363263, -0.822221], [-0.560745, -1.467679, -0.584758], [-0.932615, 0.496399, 1.835310], [-0.850420, -1.289610, 1.855359], [-3.146913, -1.306003, 1.589907], [-2.793541, -0.909436, -0.177384], [-2.716402, 1.685412, 1.281794], [-4.028042, 0.739411, 2.132076], [-3.164458, 2.753669, -1.974504], [-7.310938, 0.028989, -0.658438], [-5.993590, -1.249440, -0.689687], [-7.502198, -0.397475, -2.978731], [-6.128453, 0.770242, -3.041668], [-5.764150, -1.052890, -3.136811], [-7.708467, 3.409841, 1.436685], [-6.465471, 4.300178, -1.380682], [1.486614, 2.254695, 1.654832], [-0.390732, 4.431067, 3.036675], [10.299303, -2.141456, 2.221754], [8.684834, -1.179220, 2.165913], [9.111151, 0.612672, 2.539479], [7.605974, -1.851217, 3.550184], [7.952059, -1.375498, 0.582998], [6.432950, -0.619204, 0.149899], [6.512636, 1.258923, 0.212064], [5.005825, -1.202521, 1.227472], [6.001537, -1.080241, -1.616076], [10.763867, -2.029259, 3.202609], [10.124766, -3.205557, 2.047618], [10.999502, -1.774004, 1.468820], [9.741709, 0.655105, 3.430048], [8.221620, 1.210550, 2.737100], [9.660592, 1.064173, 1.711509], [7.265354, -2.863103, 3.322946], [6.733659, -1.222265, 3.732050], [8.183384, -1.887765, 4.476348], [6.552821, 1.631323, 1.237114], [5.607535, 1.661376, -0.260211], [7.380067, 1.632248, -0.333958], [4.980801, -2.292374, 1.283845], [4.064332, -0.861370, 0.792520], [5.063767, -0.801649, 2.240234], [5.900036, -2.164904, -1.720777], [6.768494, -0.730407, -2.310045], [5.051110, -0.612483, -1.893866], [-6.725529, -4.436222, -5.596743], [-5.846285, -3.207620, -5.431392], [-4.540607, -3.354649, -6.191478], [-5.567263, -3.006894, -4.045955], [-6.227338, -5.328834, -5.203349], [-7.653695, -4.318802, -5.036180], [-6.970723, -4.609082, -6.646525], [-6.379269, -2.324528, -5.788534], [-3.966394, -4.207530, -5.818176], [-3.913008, -2.466725, -6.054295], [-4.718649, -3.495059, -7.259581], [-5.096397, -3.785632, -3.718854], [-9.661530, -0.428733, -3.521861], [-9.948588, -1.295513, -3.212159], [-10.019036, -0.369067, -4.416101], [4.285758, 1.176311, -2.060067], [-2.214047, -3.880546, -4.981271], [-1.903125, 2.822073, -1.512329], [2.240931, 0.344361, 7.359210], [2.434697, 1.759731, 6.845076], [3.172549, 1.607076, 5.624654], [2.750232, 0.217178, 4.923611], [1.762281, 0.499535, 3.922763], [3.937176, -0.526314, 4.637996], [2.005402, -0.449134, 6.187987], [3.144700, -0.028061, 7.847208], [1.400576, 0.266732, 8.046562], [2.979183, 2.387427, 7.547366], [1.477222, 2.229155, 6.605532], [-11.629360, 1.980786, -3.014795], [-12.261956, 1.883178, -2.295947], [-11.115166, 1.164336, -2.989810]],
  "atomic_forces_ev_per_a": [[1.2434, 0.0644, -0.0312], [-1.5769, 0.2016, -2.0697], [1.1828, 0.4736, -0.5175], [-0.1213, 0.6201, 1.1400], [-0.5050, -1.2363, -1.5213], [-0.4169, -0.3687, 1.8919], [0.0764, -0.8806, -0.0525], [-0.0544, 0.9871, 1.2974], [0.8497, -0.4407, -0.9885], [-2.5751, -1.1889, 2.3938], [2.6052, 1.3423, -0.8116], [0.3686, -0.2199, -1.0847], [-0.0903, 0.6755, 0.8933], [-0.2515, 0.8370, 0.5982], [0.7722, 0.1386, -2.4440], [-0.8740, -1.1334, 0.9175], [0.1553, 0.8600, -0.3787], [3.4231, 1.3322, 3.7275], [-1.7219, 0.4591, -0.3275], [-1.2346, 0.0915, -1.7391], [0.1716, -0.8198, 0.9574], [-0.5314, -0.5463, 0.9522], [1.0922, 0.6489, 0.6090], [-1.0548, 0.0003, -0.9586], [0.0746, 0.6053, 0.8702], [-0.4755, 1.0560, -0.0561], [-0.1697, -0.6041, -0.9110], [0.3455, -1.0770, 0.5816], [0.3516, 1.2345, 0.0201], [-0.3345, -0.8674, -0.7333], [-0.0095, 0.9045, -0.8016], [0.4516, 0.5653, -1.0545], [-0.1135, 0.1991, 0.9158], [-0.4717, -0.9302, 0.4174], [0.4642, 0.4530, -0.9770], [-11.3461, -1.3300, -3.9457], [0.9890, -0.2371, -0.1228], [-0.4309, 0.9790, -0.2666], [1.2458, -0.1067, 0.0737], [-0.2767, -1.2104, -0.0879], [-0.7736, 1.0597, 0.4438], [0.3205, 0.3697, 0.3109], [0.3379, 0.0493, 0.1044], [0.6597, 0.0684, 3.5080], [0.8614, -1.1597, -1.5321], [0.1011, -0.2821, -0.2518], [2.2878, 0.1412, 0.3370], [-0.1885, -0.0209, -0.3251], [-0.8718, -0.4644, -0.3150], [-2.5323, 0.9064, 1.9921], [0.0118, 0.9077, -1.2257], [0.2766, 0.1805, 0.1973], [0.0753, -0.8756, 0.5012], [0.1561, -1.0454, -1.0792], [-0.1229, 0.0994, 0.0169], [0.0007, 0.0623, -0.0169], [-0.0663, -0.0046, 0.0267], [0.0144, -0.1437, 0.0054], [-0.0034, 0.0245, -0.0358], [-0.0246, 0.0276, 0.0412], [-0.0236, 0.0357, 0.0611], [0.0051, 0.0049, -0.0763], [0.3359, 0.1261, -0.2064], [0.1526, -0.1229, 0.0698], [-0.0436, -0.3967, -0.3278], [-0.0366, 0.0259, 0.0179], [-0.0707, 0.0312, 0.0842], [0.2029, 0.1525, -0.3583], [0.1573, -0.0027, -0.0259], [0.2610, -0.0110, 0.1728], [0.0017, 0.0400, 0.1667], [-0.0589, 0.7810, 0.4090], [-0.1537, 0.0153, -0.1041], [-0.1578, -0.6231, 0.0281], [-1.2650, 0.1794, -0.9113], [0.5970, 0.0626, -0.0467], [0.0629, 0.0160, -0.0810], [0.0645, 0.0684, -0.0663], [-0.0062, -0.0360, 0.0634], [0.0936, 0.0623, 0.2347], [-3.0466, -0.0695, -1.4934], [-0.4609, 0.1549, -0.2660], [0.0294, 0.0114, 0.0220], [-0.5210, -0.0516, 0.1205], [-0.3055, -0.0932, -0.1413], [-0.0012, 0.0479, 0.0744], [0.0288, 0.0683, 0.0090], [0.0138, 0.0248, 0.2748], [4.7765, -0.1489, 2.3454], [7.5184, -1.7549, 1.0216], [0.4767, 0.2386, 0.5646], [-0.7826, 0.1596, 0.3072], [0.1471, -1.0001, -0.4554], [0.0436, 0.3434, 1.3251], [0.5073, -0.4527, -0.0678], [-0.6412, 0.4439, -0.4069], [0.1313, 0.4446, -0.9914], [-0.0540, 0.0102, -0.0122], [-0.0734, -0.1354, -0.2492], [0.1936, -0.0498, -0.2405], [0.0519, 0.0078, 0.0439], [0.0063, -0.1537, 0.0687], [-0.0366, 0.0931, -0.0523], [0.1334, 0.0208, 0.0169]],
  "mulliken_charge": [-0.805, 0.350, -0.561, -0.522, 0.387, -0.481, -0.559, -0.593, -1.053, 0.309, -0.663, -0.819, -0.309, 0.520, -0.502, -0.554, -0.275, 0.584, 0.235, 0.017, 0.495, 0.424, 0.225, -0.353, 0.523, 0.731, -0.459, -0.220, 0.490, 0.364, 0.488, 0.301, 0.235, 0.280, 0.457, 0.223, 0.332, 0.315, 0.109, 0.245, -0.066, 0.294, 0.296, 0.055, -0.805, -0.970, 0.193, -0.995, -0.673, -0.010, 0.311, -0.896, 0.428, -0.656, 0.311, 0.314, 0.319, 0.378, 0.339, 0.311, 0.323, 0.075, 0.383, 0.357, 0.343, 0.308, 0.419, -0.650, -0.087, 0.327, 0.317, 0.130, -1.372, 0.824, -1.944, -0.442, 0.336, 0.345, 0.407, 0.333, 0.480, 0.316, 0.441, 0.254, -0.712, 0.323, 0.322, -0.775, 1.023, 1.171, -0.378, -0.343, -0.326, 0.935, -0.386, -0.505, -0.276, 0.299, 0.328, 0.327, 0.318, -0.622, 0.320, 0.348]
}